#one
# C49H115N4O12

10 unconnected molecules or ions with the total composition C49H115N4O12 (the ωB97M-V functional and the def2-TZVPD basis, OMol25).

```
180
C49H115N4O12, DFT the ωB97M-V functional and the def2-TZVPD basis
H 5.634 -1.880 -2.249
H 6.323 -6.220 -5.132
H -6.336 -7.431 0.618
C 6.333 -1.246 -1.717
C -4.952 6.621 6.203
H -1.670 -2.380 2.657
H 1.176 -5.970 1.241
H 7.144 -2.110 0.142
H -3.063 1.113 -4.986
H -4.614 1.939 -3.180
C 6.240 -1.632 -0.218
H -6.574 0.515 -3.709
H -3.103 6.410 5.128
C 5.567 -5.638 -5.660
H -5.784 6.005 6.548
C -4.401 -6.541 0.285
H 4.547 -4.034 -5.228
C 2.063 -1.111 -4.463
H 5.973 0.804 -1.091
H 0.441 3.525 -3.864
C 1.597 2.854 5.475
H -6.214 -6.633 -0.961
H -3.316 4.757 0.860
H 1.418 2.960 7.631
H -4.102 4.050 6.799
H 3.074 -1.161 -4.028
H 0.834 -3.905 -4.053
N 1.343 -2.291 1.344
H -5.516 -0.741 -4.344
H 2.481 -3.363 -3.976
C -4.474 0.871 -3.351
C 1.562 -3.403 -2.070
H -2.922 -4.558 -0.870
O 1.809 -0.352 -5.406
H 6.270 2.964 -2.082
O -4.465 5.129 4.359
H -9.995 7.048 9.550
H 0.646 -3.002 -1.652
H 1.284 1.201 -6.714
C -3.126 0.630 -4.012
H -0.384 1.077 -7.296
C 0.344 1.742 -6.831
H 1.659 6.358 -4.076
H -4.160 -5.656 0.865
H -0.265 -1.359 2.932
H -2.320 1.013 -3.385
H 4.219 -3.885 -2.132
H -5.175 4.555 4.664
H 3.301 8.257 -3.433
H -9.885 4.305 6.961
H 0.074 2.123 6.835
H -3.099 4.315 2.560
H -10.980 5.810 8.754
H 3.251 3.641 6.144
O 4.160 5.703 -3.315
C 0.828 3.175 -4.822
H 4.879 0.219 -2.333
C 3.147 6.310 -2.510
O 6.154 1.816 -3.833
H 1.651 1.333 7.009
C -3.319 4.728 6.448
H 3.570 -5.932 -6.434
H 0.508 2.579 -7.515
C -3.360 3.935 1.576
H 7.701 1.185 -2.621
O -2.475 1.755 2.146
C -1.444 -5.716 0.113
C 3.365 7.813 -2.436
H -2.094 1.419 -0.451
H -4.394 3.583 1.633
C -3.903 5.771 5.506
C 5.024 -2.527 0.057
H -2.571 4.123 5.933
C 2.805 -4.218 1.673
H 1.242 4.573 4.217
H 2.386 -2.801 -1.702
H 5.429 -4.448 -7.457
H -0.162 -7.438 0.119
H -1.717 0.825 4.617
H -10.460 7.251 7.865
C 1.153 2.284 6.814
C -1.248 -0.013 5.136
H -1.972 -5.469 -1.985
H 7.025 -4.448 -6.716
H 2.619 8.291 -1.799
H 4.618 -7.350 -6.593
O 1.097 -1.852 -3.832
N 2.904 -4.393 0.215
H -0.056 -6.568 -1.378
H -4.357 -0.685 -2.181
H -0.172 4.071 5.157
H -6.375 -5.721 0.538
C -10.159 6.514 8.614
H 4.989 -5.454 -2.235
C 4.150 -4.919 -1.818
H -2.853 5.195 7.317
H 2.802 -5.497 -3.425
C 1.846 -5.015 -0.363
C 5.907 0.207 -1.991
H 6.109 -0.744 0.384
C 4.357 -6.514 -5.945
H -4.533 7.142 7.064
C -0.172 2.244 -5.492
H -1.186 -4.760 0.554
C -1.342 -1.424 3.077
C 1.770 5.971 -3.060
H 1.783 2.674 -4.652
N 1.658 -4.833 -1.742
H 4.087 6.068 -4.202
C -2.456 -5.529 -1.016
C -5.926 -6.590 0.078
O -4.488 0.260 -2.058
C -8.888 5.802 8.177
H 3.942 -6.915 -5.018
C -9.094 5.050 6.870
H -2.957 -0.444 -4.142
C -0.157 -6.446 -0.313
H -1.804 -0.616 2.512
H -3.784 1.826 -0.207
H -2.703 3.000 -0.972
H 7.347 -1.424 -2.049
C 1.484 -3.189 -3.567
O -7.819 6.738 8.042
H -1.901 -6.283 0.914
H 2.113 -2.072 0.710
C 1.557 -3.381 1.951
H 4.343 -5.940 0.068
O -1.096 -2.428 5.267
H -9.362 5.743 6.069
C 6.791 0.811 -3.093
H 0.824 -3.717 2.679
H -3.376 1.416 2.175
C 4.210 -4.917 -0.287
H 7.038 0.017 -3.785
H -1.281 3.667 -6.240
H -5.361 7.361 5.513
N 1.026 -5.794 0.260
H -0.162 0.095 5.055
H 6.206 3.852 -3.574
C -5.617 0.339 -4.201
C 5.826 2.973 -3.072
H 6.124 -4.171 -0.642
H -1.501 0.043 6.196
C -2.430 2.804 1.172
C 6.161 -5.074 -6.939
H 3.646 -3.673 2.066
H 3.258 5.876 -1.515
H -5.636 0.816 -5.181
H -4.091 -7.384 0.889
H -0.372 1.395 -4.838
H 1.632 4.890 -3.106
H 2.795 -6.541 -2.046
H 2.731 -5.181 2.180
O 5.206 -4.568 -4.773
O -1.426 2.910 -5.663
H 1.007 4.056 -5.445
H 4.355 8.037 -2.041
H 6.473 -5.870 -7.614
C -1.696 -1.341 4.551
C 2.850 -5.495 -2.346
H -2.773 -1.453 4.680
H 4.256 -2.350 -0.686
H -4.239 -6.299 -1.840
H 4.751 3.047 -2.995
H 5.793 -4.280 1.084
H 1.365 2.142 4.681
H -8.066 7.372 7.362
O 3.016 3.015 5.452
C 5.374 -4.011 0.123
H -1.400 3.164 1.170
C 0.913 4.180 5.179
H -3.155 -7.533 -1.194
H 0.980 6.397 -2.440
H 1.171 4.921 5.941
C -3.587 -6.553 -1.013
H -8.576 5.103 8.954
C -2.772 2.235 -0.196
H -8.174 4.544 6.571
H 4.594 -2.215 1.004
H -0.143 -2.334 5.177
```

orbital gap: 8.060 eV
net charge: +1
LUMO level: -0.110 Eh



#two
# C49H115N4O12

10 unconnected molecules or ions with the total composition C49H115N4O12 (the ωB97M-V functional and the def2-TZVPD basis, OMol25).

```
180
C49H115N4O12, DFT the ωB97M-V functional and the def2-TZVPD basis
C 3.020 1.532 1.419
C 0.638 4.838 -1.775
H 0.157 -0.107 6.373
C 1.206 3.711 -0.932
H 3.035 1.526 -2.652
C 1.646 -3.504 1.542
H -1.312 -8.276 -2.001
H 2.893 -2.464 10.411
H 2.593 4.236 -3.023
H -9.513 -1.796 4.332
C 1.466 -2.764 2.859
C -2.619 4.839 -1.982
C -3.568 4.126 -8.555
H -7.353 3.512 -3.405
O -3.755 -1.368 -4.861
H 1.326 2.192 6.442
H 2.869 0.460 1.547
H 9.452 -3.790 11.720
H 3.961 3.420 -4.683
H 8.238 -3.508 12.978
H -5.906 3.670 -0.757
C 7.723 -3.655 9.556
C -1.391 4.494 -5.006
H -1.355 2.183 -3.552
H 0.043 2.836 7.477
H -2.183 3.843 -4.639
H 2.913 0.229 -5.063
H 5.893 -4.168 11.331
H -5.484 2.449 -1.950
C -2.138 -7.069 -4.122
N 0.327 2.731 -4.783
H 2.806 -6.254 -0.539
N 2.187 3.602 -3.695
C 3.091 -5.700 -1.434
C 0.889 3.557 -3.796
H -10.468 -0.500 3.593
H -3.601 2.733 -7.199
H -2.308 3.985 -10.314
C -7.359 3.358 -2.328
C 2.589 -2.378 8.264
H -4.903 2.586 -9.258
C -2.877 -6.201 -1.876
C -8.267 1.829 -0.753
H 7.093 -3.103 8.858
C 2.797 -0.876 8.140
H -9.863 -1.193 0.802
H 1.735 -3.075 4.979
C -0.807 5.231 -3.805
H 1.406 5.590 -1.971
C -0.680 1.787 5.727
H 4.516 -5.889 -3.043
H 1.053 -4.420 1.516
H -2.256 2.562 6.575
O -1.951 2.436 5.670
H -3.529 -5.460 -2.340
H -4.553 3.985 -3.367
H 1.355 -2.878 0.698
H 2.132 -4.929 -3.207
N 0.623 2.611 -0.696
H -2.316 2.535 -9.304
H 6.769 -2.076 -4.807
C -9.895 -1.405 3.389
C -8.766 -1.113 2.413
H 3.996 -2.874 7.010
H -0.752 3.130 -6.573
H 4.347 -2.769 9.461
H 2.407 -0.348 9.011
H 3.077 3.948 2.379
N 0.058 4.288 -3.008
H 1.264 -4.535 4.094
H -0.557 0.594 -6.023
O -9.277 -0.544 1.205
H -0.309 2.572 -1.116
H -5.719 4.051 -8.705
H -1.529 -0.195 5.838
H -2.702 -7.996 -3.989
H 7.746 -2.083 11.016
H 3.840 -7.432 -2.503
H 6.958 -2.135 -3.058
C 2.901 1.871 3.887
C 3.143 2.754 -4.419
H 0.000 1.066 -3.560
H 3.614 1.697 0.515
H -1.607 6.698 -2.411
H -1.138 0.514 7.407
C 7.027 -1.491 -3.931
O -1.841 -0.218 -4.637
H -2.772 -6.354 -4.644
H -2.023 1.515 -5.766
O 3.942 3.531 2.445
H 4.706 1.691 2.742
H 1.520 -2.594 8.303
C -3.181 -0.319 -4.716
H 4.651 1.833 -3.201
H 2.047 1.998 1.267
H -8.568 -3.123 1.655
H -3.546 5.215 -8.503
H 1.917 2.343 3.805
H -3.466 -7.101 -1.682
H -1.845 5.194 -5.699
H 8.072 -1.205 -3.998
H 0.428 -2.447 2.973
C 5.038 -0.129 -4.850
H 3.101 -4.011 9.576
C -4.846 3.678 -9.240
H -1.274 -7.290 -4.748
C 8.395 -3.891 11.970
H 5.332 0.610 -5.596
H 8.145 -4.955 11.972
C -5.104 4.494 -2.577
H 8.763 -3.548 9.243
H 2.914 -3.908 3.980
H -2.591 3.823 -2.376
H 2.301 -0.493 7.247
H 3.863 -0.650 8.054
C 6.121 -0.259 -3.769
H 1.083 -4.982 -1.785
H -7.509 -2.771 3.028
H -3.701 0.632 -4.546
H -1.421 3.972 -8.787
C -0.344 3.667 -5.726
H -0.159 6.031 -4.172
H 2.753 0.801 4.047
C -0.585 1.740 -4.183
H 5.646 -0.289 -2.790
H -7.135 -2.120 1.424
C -5.921 3.438 -1.819
H 3.384 -0.528 -3.573
H -0.157 5.321 -1.221
H -1.092 -5.633 -2.917
C -0.800 0.416 6.372
H -4.171 6.318 -1.829
C 1.861 -3.622 4.049
O 2.231 -1.551 2.867
H -7.947 4.160 -1.869
C 3.268 -2.936 9.503
C 4.189 -6.456 -2.166
O 3.051 -3.042 7.085
H -9.309 1.546 -0.649
H 3.870 -3.931 -1.700
H 1.475 -6.477 -2.639
H -8.119 -0.340 2.830
O 6.142 -3.238 11.348
H -10.578 -2.145 2.964
H 6.740 0.636 -3.772
C -1.694 -6.531 -2.771
O -7.994 2.125 -2.118
H -0.384 1.666 4.683
H 2.682 2.419 -5.337
C 3.649 1.593 -3.549
C -1.934 5.809 -2.946
C -4.074 5.242 -1.706
C -7.942 -2.355 2.117
H 2.205 3.841 -0.521
H -4.890 4.037 -10.268
C -1.261 0.917 -5.261
O -3.556 3.695 -7.184
C 7.517 -3.148 10.976
H 5.054 -6.600 -1.518
H 7.453 -4.712 9.490
O -0.817 -7.460 -2.131
H 0.419 3.633 5.952
H -5.782 5.210 -3.034
H -2.689 6.121 -3.667
H -8.097 2.698 -0.117
C 3.713 2.128 2.630
C 3.672 0.248 -4.282
C 0.341 2.661 6.440
H 2.695 -3.771 1.398
H -7.649 1.004 -0.411
H 4.925 -1.081 -5.363
C 1.871 -5.515 -2.319
H 3.153 -1.809 2.761
O 3.597 -4.455 -0.941
H -4.280 5.037 -0.658
H -2.531 -5.814 -0.918
C -2.330 3.629 -9.285
H 3.400 2.295 4.760
H 0.435 4.317 -6.130
H -2.078 4.806 -1.037
```

orbital gap: 8.094 eV
net charge: +1
LUMO level: -0.106 Eh



Name the least stable of them. #one.



#one
# C3H9NO2S

2 unconnected molecules or ions with the total composition C3H9NO2S (the ωB97M-V functional and the def2-TZVPD basis, OMol25).

```
16
C3H9NO2S, DFT the ωB97M-V functional and the def2-TZVPD basis
O -0.482 -2.078 -1.120
H -0.099 -1.532 -3.131
H -0.034 2.030 2.791
C 0.254 0.309 1.706
H 0.169 -0.380 2.464
H -1.017 1.735 0.692
O 0.858 -0.338 0.651
H -1.564 0.122 0.467
H 1.149 -1.998 -2.262
H -1.787 0.880 2.263
H 0.785 -2.632 0.308
S 1.206 1.837 2.391
C -0.170 -2.517 -0.066
H 0.808 0.194 -0.183
C -1.102 0.822 1.270
N 0.380 -1.420 -2.290
```

orbital gap: 8.695 eV
net charge: 0
LUMO level: 0.028 Eh



#two
# C3H9NO2S

2 unconnected molecules or ions with the total composition C3H9NO2S (the ωB97M-V functional and the def2-TZVPD basis, OMol25).

```
16
C3H9NO2S, DFT the ωB97M-V functional and the def2-TZVPD basis
H -1.964 0.434 0.940
H 1.328 0.798 -2.904
H 0.566 -1.692 0.994
H -0.727 2.648 3.680
O 0.038 3.338 3.947
N 0.680 -0.791 -1.327
H 1.882 0.771 -0.322
H -0.054 0.854 -0.332
H 1.183 -1.684 -1.161
C 0.835 0.241 -0.222
H 0.415 -0.035 1.932
O 0.355 -0.986 -3.670
S -1.490 -0.857 0.733
H 0.852 2.660 3.916
C 0.857 -0.339 -2.747
C 0.386 -0.622 1.068
```

SMILES: O=CNCCS.O
orbital gap: 9.389 eV
net charge: 0
LUMO level: 0.005 Eh



Name the least stable of them. #one.